[1]
Formula: C17H27BF4O10
Source: the OMol25 dataset
Level of theory: wB97M-V/def2-TZVPD

Properties
E_tot in eV: -50083.2339
SMILES string: O=C1OC[C@@H](F)O1.O=C1OC[C@@H](F)O1.O=C1OC[C@@H](F)O1.COCCCCCBCCF
Largest force on an atom in Eh/bohr: 0.0679
LUMO energy in Eh: 0.013
E_HOMO in eV: -9.253

Each line ends with the Löwdin charge.
Element x y z (Å)
C  -3.684  -2.190  0.492  -0.12
O  -3.364  -3.388  -0.299  -0.25
C  -1.972  -3.827  -0.118  -0.22
C  -0.872  -2.619  0.019  -0.20
C  -0.782  -1.647  -1.340  -0.18
C  0.664  -0.826  -1.160  -0.22
C  0.468  0.500  -0.161  -0.17
B  1.713  1.546  -0.493  -0.13
C  1.643  3.164  -0.206  -0.13
C  2.981  3.820  -0.961  -0.16
F  2.727  5.224  -1.435  -0.17
H  -3.388  -1.257  -0.163  0.09
H  -3.185  -2.177  1.572  0.09
H  -4.858  -2.131  0.676  0.11
H  -1.823  -4.568  0.807  0.13
H  -1.682  -4.437  -1.102  0.14
H  0.197  -3.149  0.068  0.12
H  -0.950  -1.992  1.016  0.11
H  -1.627  -0.836  -1.377  0.09
H  -0.735  -2.300  -2.311  0.12
H  1.029  -0.398  -2.196  0.10
H  1.477  -1.527  -0.689  0.11
H  0.489  0.181  0.984  0.12
H  -0.576  1.010  -0.404  0.11
H  2.686  1.062  -0.994  0.07
H  0.713  3.699  -0.696  0.12
H  1.736  3.405  0.938  0.12
H  3.229  3.205  -1.954  0.12
H  3.908  3.834  -0.246  0.12
C  1.173  4.292  -5.888  -0.07
C  0.696  4.412  -4.480  -0.33
O  0.462  3.076  -4.097  0.13
C  1.339  2.337  -4.834  -0.50
O  1.630  1.178  -4.590  0.14
O  1.858  3.056  -5.875  0.08
F  -0.476  5.083  -4.424  0.08
H  0.352  4.245  -6.611  0.15
H  1.843  5.109  -6.171  0.15
H  1.421  4.869  -3.798  0.17
C  5.443  -0.334  1.085  -0.08
C  5.643  -0.452  2.557  -0.33
O  4.366  -0.807  3.036  0.14
C  3.782  -1.492  2.013  -0.50
O  2.790  -2.192  2.136  0.14
O  4.447  -1.305  0.832  0.07
F  5.983  0.741  3.095  0.08
H  5.074  0.652  0.785  0.14
H  6.355  -0.553  0.523  0.15
H  6.372  -1.215  2.852  0.18
C  -5.516  -3.037  4.853  -0.08
C  -4.841  -1.774  4.439  -0.33
O  -5.674  -1.276  3.417  0.13
C  -6.922  -1.730  3.723  -0.50
O  -7.949  -1.289  3.236  0.15
O  -6.882  -2.736  4.649  0.08
F  -3.623  -2.029  3.909  0.07
H  -5.235  -3.892  4.228  0.15
H  -5.322  -3.289  5.899  0.15
H  -4.752  -1.030  5.237  0.18

---

[2]
Formula: C17H27Cl30NOP
Source: the OMol25 dataset
Level of theory: wB97M-V/def2-TZVPD

Properties
E_tot in eV: -406557.5868
Net charge: +1
Largest force on an atom in Eh/bohr: 0.0672
LUMO energy in Eh: -0.096
E_HOMO in eV: -12.402
ΔE to the lowest compared entry with this formula, charge and spin in kcal/mol: 0.0

Each line ends with the Löwdin charge.
Element x y z (Å)
C  1.073  -0.870  1.435  -0.16
C  1.682  0.402  0.760  -0.40
P  0.572  1.369  -0.406  1.02
C  1.050  0.770  -2.133  -0.27
N  -1.171  0.934  -0.185  -0.26
C  -1.594  -0.433  -0.583  -0.14
C  -3.154  -0.353  -0.773  -0.16
O  -3.820  0.314  0.296  -0.12
C  -3.017  0.483  1.447  -0.17
C  -1.691  1.273  1.194  -0.11
H  1.841  -1.410  2.009  0.02
H  0.175  -0.672  2.043  0.06
H  0.765  -1.566  0.627  0.07
H  2.109  1.068  1.534  0.07
H  2.563  0.035  0.183  -0.01
H  2.060  1.104  -2.393  0.03
H  0.284  1.210  -2.807  0.05
H  0.919  -0.326  -2.168  0.03
H  -1.685  1.569  -0.805  0.15
H  -1.192  -0.779  -1.546  0.13
H  -1.395  -1.212  0.165  0.12
H  -3.555  -1.353  -1.011  0.13
H  -3.295  0.265  -1.690  0.14
H  -3.611  1.089  2.155  0.14
H  -2.804  -0.470  1.972  0.14
H  -0.928  1.165  1.977  0.12
H  -1.957  2.347  1.154  0.14
C  5.387  -0.568  -2.741  -1.49
Cl  4.085  -0.689  -1.544  0.56
Cl  4.722  -0.601  -4.376  0.52
Cl  6.329  0.900  -2.476  0.50
H  6.044  -1.421  -2.619  0.02
C  3.945  -1.431  4.459  -1.51
Cl  4.367  -1.030  2.787  0.56
Cl  5.341  -1.176  5.503  0.52
Cl  2.566  -0.467  5.003  0.54
H  3.668  -2.478  4.501  0.02
C  -6.888  0.925  -1.712  -1.52
Cl  -6.965  2.238  -2.893  0.54
Cl  -8.156  1.119  -0.499  0.51
Cl  -6.985  -0.646  -2.530  0.47
H  -5.932  0.980  -1.205  -0.02
C  -5.248  -3.888  -4.906  -1.52
Cl  -5.163  -5.631  -4.647  0.54
Cl  -6.759  -3.235  -4.264  0.47
Cl  -3.856  -3.079  -4.166  0.49
H  -5.221  -3.700  -5.973  0.02
C  -9.938  1.540  2.769  -1.55
Cl  -11.079  1.472  4.114  0.54
Cl  -10.794  1.531  1.222  0.49
Cl  -8.902  2.967  2.899  0.52
H  -9.308  0.659  2.812  0.01
C  7.610  3.931  -0.211  -1.58
Cl  5.868  4.162  -0.008  0.51
Cl  7.987  3.487  -1.880  0.51
Cl  8.491  5.384  0.262  0.55
H  7.921  3.118  0.434  -0.07
C  3.856  1.797  -7.661  -1.53
Cl  3.897  0.049  -7.400  0.49
Cl  2.303  2.466  -7.145  0.51
Cl  5.187  2.585  -6.810  0.53
H  3.971  1.984  -8.722  0.02
C  -10.328  -3.023  -1.571  -1.51
Cl  -9.359  -2.510  -2.960  0.46
Cl  -9.732  -4.560  -0.935  0.53
Cl  -10.334  -1.791  -0.310  0.51
H  -11.348  -3.167  -1.906  0.02
C  7.726  -0.505  8.971  -1.55
Cl  7.670  -1.996  9.917  0.53
Cl  8.911  0.617  9.644  0.53
Cl  8.092  -0.857  7.277  0.49
H  6.750  -0.037  9.017  0.01
C  7.739  -0.333  1.871  -1.54
Cl  8.040  0.273  3.502  0.53
Cl  7.027  0.928  0.853  0.54
Cl  9.226  -0.954  1.147  0.55
H  7.029  -1.149  1.940  -0.03